Entry from the Open Molecules 2025 dataset: a cluster of 9 separate species, C34H62N6O7 in total at a distorted geometry (wB97M-V/def2-TZVPD).

For the energy above the lowest of the compared OMol25 structures with the same formula, charge and spin, the calculation gives 247.4 kJ/mol. The SMILES is CNC(C)=O.CNC(C)=O.CNC(C)=O.CNC(C)=O.c1ccncc1.c1ccncc1.C1CCOC1.C1CCOC1.C1CCOC1. For the gap between HOMO and LUMO, the calculation gives 9.2 eV. The calculation puts the HOMO energy at -9.2 eV. The max |F| comes out at 5.20 eV/Å.

Geometry as XYZ:
```
109
Properties=species:S:1:pos:R:3:lowdin_charge:R:1
C 4.349 0.801 4.281 -0.17
C 3.167 1.485 4.944 -0.19
C 3.575 2.929 4.853 -0.22
O 4.418 3.027 3.712 -0.15
C 4.647 1.748 3.117 -0.18
H 4.144 -0.213 3.938 0.10
H 5.129 0.474 4.968 0.11
H 3.200 1.194 5.994 0.11
H 2.180 1.360 4.499 0.11
H 4.039 3.160 5.812 0.12
H 2.626 3.450 4.727 0.12
H 5.701 1.759 2.843 0.12
H 4.011 1.876 2.241 0.12
C -1.940 9.411 0.667 -0.20
C -1.393 8.154 0.149 -0.20
C -1.776 8.017 -1.338 -0.20
O -1.767 9.367 -1.741 -0.15
C -1.824 10.299 -0.557 -0.15
H -1.390 9.748 1.545 0.12
H -2.999 9.389 0.927 0.11
H -1.679 7.248 0.682 0.11
H -0.327 8.148 0.377 0.11
H -2.766 7.564 -1.397 0.11
H -1.134 7.499 -2.051 0.12
H -2.750 10.861 -0.675 0.11
H -1.080 11.084 -0.425 0.11
C -0.796 -6.805 2.016 -0.18
C 0.720 -6.989 1.992 -0.16
C 0.967 -8.436 2.452 -0.23
O -0.297 -8.887 2.754 -0.14
C -1.293 -7.871 2.983 -0.16
H -1.212 -6.898 1.013 0.10
H -1.203 -5.831 2.287 0.11
H 1.057 -6.340 2.801 0.10
H 1.246 -6.751 1.068 0.11
H 1.627 -8.338 3.315 0.11
H 1.565 -8.974 1.717 0.12
H -1.098 -7.608 4.022 0.11
H -2.358 -8.089 3.067 0.12
C 7.216 5.964 -5.461 -0.01
C 6.463 5.800 -4.204 -0.59
O 5.277 5.718 -4.298 0.06
N 7.116 5.709 -2.997 0.01
C 8.447 5.862 -2.505 -0.10
H 7.775 5.058 -5.696 0.09
H 7.947 6.766 -5.361 0.08
H 6.553 6.173 -6.300 0.09
H 6.387 5.591 -2.309 0.13
H 8.916 4.932 -2.183 0.08
H 8.437 6.561 -1.669 0.08
H 9.160 6.290 -3.209 0.08
C -1.882 -2.760 6.196 0.00
C -3.407 -2.535 6.269 -0.52
O -4.034 -2.059 5.266 -0.02
N -4.014 -2.876 7.394 -0.01
C -5.332 -2.505 7.795 -0.08
H -1.679 -3.810 6.409 0.07
H -1.423 -2.184 7.000 0.08
H -1.635 -2.547 5.156 0.08
H -3.498 -3.536 7.959 0.14
H -6.161 -2.709 7.117 0.09
H -5.344 -1.428 7.960 0.09
H -5.753 -2.923 8.710 0.08
C 0.363 -8.055 -3.843 0.00
C -0.265 -9.387 -3.427 -0.48
O 0.317 -10.431 -3.192 0.04
N -1.635 -9.207 -2.983 -0.05
C -2.367 -10.255 -2.357 -0.10
H 0.996 -8.162 -4.724 0.08
H 0.928 -7.797 -2.947 0.08
H -0.396 -7.278 -3.942 0.07
H -1.968 -8.254 -2.994 0.11
H -1.959 -11.231 -2.620 0.09
H -3.198 -10.035 -3.027 0.08
H -2.712 -10.106 -1.334 0.08
C -4.888 2.983 2.504 0.01
C -4.233 3.431 3.888 -0.52
O -3.953 4.607 4.145 0.01
N -4.063 2.511 4.831 -0.02
C -3.487 2.761 6.103 -0.08
H -5.965 3.149 2.537 0.07
H -4.713 1.909 2.443 0.06
H -4.507 3.484 1.614 0.07
H -4.255 1.553 4.575 0.13
H -2.432 3.037 6.092 0.09
H -3.565 1.859 6.710 0.08
H -4.105 3.542 6.545 0.09
N 0.530 -0.326 -2.906 0.05
C 0.684 0.971 -2.671 -0.19
C 0.370 1.656 -1.530 -0.07
C -0.454 0.958 -0.631 -0.09
C -0.766 -0.371 -0.843 -0.07
C -0.221 -0.995 -1.996 -0.13
H 1.223 1.598 -3.366 0.10
H 0.630 2.675 -1.286 0.10
H -0.715 1.409 0.314 0.10
H -1.255 -0.864 -0.016 0.09
H -0.147 -2.042 -2.253 0.09
N -1.506 -0.050 -9.485 0.05
C -1.230 -1.334 -9.353 -0.15
C -0.706 -2.103 -10.383 -0.08
C -0.646 -1.560 -11.642 -0.09
C -0.943 -0.185 -11.793 -0.06
C -1.206 0.541 -10.621 -0.16
H -1.397 -1.734 -8.364 0.10
H -0.526 -3.165 -10.460 0.10
H -0.483 -2.199 -12.497 0.10
H -0.746 0.297 -12.739 0.09
H -1.250 1.618 -10.694 0.10
```



Entry from the Open Molecules 2025 dataset: a cluster of 2 separate species, C34H64B4F9N2O5S2 in total at a distorted geometry (wB97M-V/def2-TZVPD).

For the gap between HOMO and LUMO, the calculation gives 7.4 eV. The calculation puts the HOMO energy at -10.1 eV. The max |F| comes out at 5.54 eV/Å. The charge is +1.

Geometry as XYZ:
```
120
Properties=species:S:1:pos:R:3:lowdin_charge:R:1
C 2.665 -3.787 3.598 -0.14
C 3.229 -2.228 3.700 -0.27
C 2.248 -1.244 2.829 -0.25
C 2.305 0.311 3.432 -0.20
C 1.734 1.348 2.297 -0.22
C 0.367 2.174 2.778 -0.21
C -0.918 1.186 3.041 -0.17
C -2.226 1.484 2.098 -0.22
N -2.398 0.470 0.947 -0.20
C -1.436 0.959 -0.112 -0.24
C -1.317 0.008 -1.441 -0.17
C -0.417 -1.347 -1.258 -0.19
C -0.244 -1.874 0.284 -0.19
C -1.562 -2.737 0.844 -0.18
C -1.757 -2.614 2.480 -0.20
C -3.038 -3.471 3.068 -0.26
C -3.134 -5.015 2.523 -0.15
C -3.857 0.518 0.447 -0.90
S -4.576 2.037 0.016 0.62
S -4.981 -0.980 0.299 0.76
C -4.770 -1.866 -1.337 -0.47
C -5.375 -3.394 -1.380 -0.23
C -4.257 -4.584 -1.226 -0.09
B -3.272 -4.762 -2.559 -0.32
O -3.689 -4.206 -3.877 0.18
B -2.511 -4.028 -4.749 -0.23
B -2.125 -2.684 -5.625 -0.27
O -1.566 -2.895 -7.005 0.03
O -2.230 -1.282 -5.175 -0.06
C -0.904 -0.629 -5.182 -0.10
O -1.547 -5.166 -4.812 0.18
B -1.015 -5.223 -3.404 -0.26
C 0.621 -5.061 -3.255 -0.06
F 1.364 -5.444 -4.514 0.02
F 0.869 -3.577 -3.115 0.00
C 1.261 -5.749 -1.912 -0.10
F 2.699 -5.287 -1.857 0.02
F 0.598 -5.147 -0.732 0.04
C 1.312 -7.387 -1.923 -0.07
F 0.882 -8.023 -3.189 0.07
F 2.751 -7.802 -1.722 0.03
C 0.506 -8.017 -0.610 -0.13
F 0.619 -9.512 -0.733 0.03
F -0.940 -7.694 -0.601 0.06
F 1.176 -7.663 0.678 0.05
O -1.974 -5.455 -2.307 0.18
H 1.590 -3.844 4.074 0.07
H 2.682 -4.086 2.465 0.08
H 3.369 -4.449 4.271 0.08
H 3.175 -1.846 4.826 0.11
H 4.320 -2.097 3.276 0.11
H 2.567 -1.292 1.686 0.12
H 1.151 -1.702 2.878 0.09
H 1.681 0.312 4.426 0.12
H 3.461 0.540 3.624 0.12
H 2.570 2.154 2.048 0.10
H 1.577 0.730 1.313 0.09
H 0.188 3.023 1.992 0.08
H 0.656 2.690 3.810 0.11
H -1.264 1.389 4.164 0.13
H -0.519 0.087 3.009 0.09
H -3.199 1.600 2.749 0.13
H -2.050 2.547 1.593 0.10
H -0.324 1.091 0.302 0.12
H -1.734 2.045 -0.507 0.11
H -2.403 -0.161 -1.847 0.10
H -0.763 0.665 -2.270 0.11
H -0.990 -2.214 -1.844 0.11
H 0.623 -1.239 -1.830 0.12
H 0.102 -1.054 1.054 0.07
H 0.640 -2.676 0.261 0.11
H -1.319 -3.889 0.641 0.10
H -2.527 -2.503 0.225 0.07
H -0.810 -2.987 3.095 0.11
H -2.010 -1.472 2.692 0.09
H -2.960 -3.540 4.256 0.11
H -4.078 -2.920 2.870 0.10
H -4.117 -5.068 1.847 0.07
H -3.341 -5.793 3.405 0.08
H -2.177 -5.401 1.970 0.07
H -3.627 -1.943 -1.572 0.06
H -5.256 -1.171 -2.178 0.11
H -6.182 -3.554 -0.515 0.12
H -5.901 -3.566 -2.437 0.13
H -4.866 -5.608 -1.160 0.14
H -3.622 -4.534 -0.236 0.09
H -0.591 -3.190 -6.928 0.14
H -0.907 0.465 -4.733 0.10
H -0.431 -0.524 -6.266 0.11
H -0.098 -1.227 -4.541 0.10
C 4.432 8.187 -2.210 -0.10
C 2.977 8.608 -2.096 -0.23
C 2.361 8.620 -0.691 -0.11
N 2.260 7.257 0.053 -0.23
C 1.177 7.444 1.147 -0.10
C 1.086 6.252 2.094 -0.17
C 2.429 5.926 2.727 -0.19
C 3.502 5.734 1.669 -0.17
C 3.601 6.931 0.733 -0.10
C 1.823 6.158 -0.914 0.04
H 4.555 7.107 -2.104 0.06
H 4.814 8.445 -3.204 0.09
H 5.054 8.695 -1.468 0.09
H 2.367 8.008 -2.780 0.11
H 2.909 9.636 -2.476 0.13
H 1.333 8.993 -0.787 0.13
H 2.901 9.311 -0.032 0.14
H 1.443 8.351 1.704 0.14
H 0.219 7.608 0.639 0.14
H 0.361 6.480 2.886 0.13
H 0.696 5.372 1.573 0.10
H 2.343 5.021 3.339 0.12
H 2.722 6.740 3.402 0.13
H 3.306 4.818 1.099 0.11
H 4.470 5.587 2.161 0.13
H 4.340 6.731 -0.042 0.11
H 3.904 7.824 1.292 0.14
H 2.624 5.977 -1.633 0.10
H 0.911 6.489 -1.420 0.12
H 1.629 5.236 -0.365 0.10
```